C24H36BBrCl2HgN9OS | the ωB97M-V functional and the def2-TZVPD basis

- LUMO (spin up / spin down): 0.4 / -0.2 eV
- Maximum force: 0.5 eV/Å
- Molar mass: 860.89 g mol⁻¹
- Gap between HOMO and LUMO (spin up / spin down): 6.69 / 7.99 eV
- ΔE to the lowest compared entry with this formula, charge and spin: 8.6 kJ/mol
- 2S+1: 2

The geometry in XYZ format:
```
76
Properties=species:S:1:pos:R:3:mulliken_spin:R:1
N -2.799 2.347 4.704 0.009
N 2.184 -1.544 -0.308 0.009
H -2.573 2.646 6.799 0.000
H 3.792 1.774 1.878 0.001
C -2.719 -1.853 2.113 0.037
H 3.044 0.648 3.017 0.001
H -2.007 0.007 6.566 0.001
C 3.461 1.234 -2.684 0.000
C 4.288 2.074 -1.948 0.001
C -1.928 -0.354 5.542 -0.001
H 0.119 -5.473 -1.249 0.000
S -1.009 2.389 2.771 0.017
H 1.272 -5.414 0.084 0.000
C 4.221 -2.483 -1.431 0.001
H 1.438 0.550 -2.916 0.003
H -2.345 -0.858 2.365 -0.018
Cl -2.620 3.416 -0.957 0.011
Cl -3.991 1.049 0.169 0.017
H 5.295 -2.447 -1.259 0.000
C -0.431 -4.130 0.334 0.004
H 5.880 1.576 -2.873 0.000
B 1.148 -2.514 -0.962 0.004
C 3.729 2.880 -0.966 0.000
C -0.585 -0.530 -3.479 -0.041
N 1.559 1.973 -1.433 0.036
N 1.847 -0.573 0.585 0.004
H -4.194 2.881 6.131 0.000
N 0.608 -1.860 -2.266 0.001
C -1.485 0.615 -3.810 0.029
C -1.698 -2.601 1.315 -0.046
H -1.047 1.556 -3.483 -0.002
H 3.881 -3.513 -1.316 0.000
H -0.204 -1.591 -5.404 0.000
H -2.447 0.505 -3.306 -0.003
H 1.706 -3.533 -1.253 0.000
C -3.298 2.268 6.074 0.000
N -0.799 -1.967 0.586 0.046
C 2.961 1.081 2.016 0.004
H -0.277 -6.247 0.294 0.000
Br 1.542 3.939 0.480 0.008
C 0.210 -5.387 -0.164 0.000
N -0.185 -0.756 -2.234 0.047
H -2.079 -4.780 1.655 0.000
H 1.442 -3.686 -4.985 0.000
H -1.657 0.665 -4.885 0.000
H -0.482 0.225 4.123 -0.002
H -3.086 2.910 1.270 -0.021
C 0.700 -2.332 -3.527 0.004
H -2.927 -0.581 5.162 0.001
N -1.234 0.596 4.678 0.007
C 1.508 -3.533 -3.909 0.000
C 4.071 -0.592 0.333 0.003
N -0.021 -2.885 -0.011 -0.003
H -2.959 -2.392 3.031 0.000
O 5.622 2.160 -2.154 0.001
C 2.363 2.784 -0.776 -0.006
Hg -0.452 0.444 0.111 0.809
C 3.524 -1.566 -0.479 0.004
C -1.507 -3.992 1.188 0.002
C -3.635 2.782 0.344 0.021
H 5.117 -0.346 0.443 0.000
H 4.028 -2.184 -2.466 0.000
H 3.859 0.608 -3.475 -0.001
H -4.576 3.314 0.333 0.000
H 2.558 -3.407 -3.640 0.000
C 2.976 0.004 0.980 -0.002
H 4.344 3.553 -0.388 -0.002
H -2.974 3.221 4.240 -0.002
H -3.576 1.256 6.349 0.001
C -1.727 1.733 4.155 0.028
C 2.113 1.210 -2.382 -0.006
H -1.352 -1.275 5.555 0.000
H -3.644 -1.726 1.546 -0.003
H 1.145 -4.432 -3.407 0.000
H 2.024 1.639 1.972 -0.009
C -0.050 -1.504 -4.338 0.000
```